The following is a DFT calculation (ωB97M-V with the def2-TZVPD basis set) of a molecular structure, C43H36AlNO3P2S.

Last column: Mulliken charge in e.
CARTESIAN COORDINATES (ANGSTROEM)
C1 0.04352 -3.21981 -0.69525  -0.21
C2 -0.48582 -2.15254 -1.43856  0.90
C3 -0.17976 -2.04947 -2.80343  -0.74
C4 0.57611 -3.03470 -3.42997  -0.84
C5 1.04881 -4.12270 -2.69549  -0.44
C6 0.81547 -4.19490 -1.32303  -0.79
P1 -1.42027 -0.81054 -0.60051  2.79
C7 -2.43656 -0.10286 -1.95441  0.17
C8 -2.10718 1.14198 -2.51059  -0.13
C9 -2.90378 1.67349 -3.52563  -0.95
C10 -3.97981 0.93921 -4.02360  -0.63
C11 -4.29090 -0.31607 -3.48786  -0.71
C12 -3.53151 -0.83056 -2.43532  -0.44
Al1 -0.30693 0.90382 0.44065  -0.97
P2 1.87045 0.07616 0.50412  1.78
C13 2.56920 -0.36956 -1.14082  0.52
C14 3.30022 -1.54663 -1.35467  -0.73
C15 3.85169 -1.81132 -2.60695  -0.75
C16 3.63265 -0.93471 -3.67066  -0.61
C17 2.84054 0.20069 -3.48774  -0.92
C18 2.31611 0.48661 -2.22845  -0.39
C19 2.99629 1.35835 1.17352  0.62
C20 2.63817 1.93818 2.40258  -0.75
C21 3.23473 3.12909 2.80754  -0.46
C22 4.32067 3.63585 2.09018  -0.58
C23 4.73348 3.02112 0.90516  -0.62
C24 4.06510 1.88833 0.43292  -0.53
C25 2.17493 -1.33419 1.64365  0.74
C26 1.12618 -1.91728 2.37736  -0.46
C27 1.39961 -2.93412 3.29549  -0.54
C28 2.71601 -3.34910 3.50673  -0.66
C29 3.76370 -2.76685 2.78838  -0.77
C30 3.49294 -1.76641 1.85338  -0.74
C31 -2.52864 -1.69570 0.56818  0.51
C32 -2.94288 -3.01961 0.34121  -0.33
C33 -3.80364 -3.64514 1.24757  -0.86
C34 -4.24884 -2.96132 2.38266  -0.65
C35 -3.81249 -1.65988 2.63139  -0.97
C36 -2.95759 -1.03386 1.72831  -0.32
H1 1.86942 1.46309 3.01746  0.43
H2 2.84101 3.65799 3.67291  0.48
H3 4.82943 4.53214 2.44117  0.41
H4 5.56150 3.43739 0.32749  0.43
H5 4.36530 1.42172 -0.50658  0.44
H6 3.44308 -2.25370 -0.54019  0.58
H7 4.44022 -2.71988 -2.75153  0.46
H8 4.05911 -1.15305 -4.64930  0.42
H9 2.62841 0.86403 -4.32726  0.45
H10 1.69683 1.37352 -2.07361  0.56
H11 0.10304 -1.55779 2.22938  0.10
H12 0.58019 -3.39494 3.85032  0.49
H13 2.93014 -4.12571 4.23952  0.43
H14 4.79456 -3.08403 2.95176  0.45
H15 4.31068 -1.31634 1.28722  0.51
H16 -2.58582 -3.56659 -0.53277  0.50
H17 -4.12169 -4.67185 1.06271  0.46
H18 -4.92938 -3.44660 3.07958  0.44
H19 -4.13256 -1.12201 3.52378  0.48
H20 -2.63128 -0.00868 1.90470  0.05
H21 -1.24038 1.68994 -2.12965  0.34
H22 -2.67782 2.66473 -3.92305  0.46
H23 -4.58739 1.34590 -4.83010  0.42
H24 -5.12765 -0.89314 -3.87895  0.45
H25 -3.78673 -1.79124 -1.98663  0.35
H26 -0.54396 -1.19447 -3.37017  0.45
H27 0.80709 -2.94343 -4.49044  0.47
H28 1.62619 -4.90593 -3.18639  0.07
H29 1.23530 -5.01357 -0.73628  0.43
H30 -0.15112 -3.28330 0.37464  0.62
H31 2.90222 -6.62425 -2.78930  0.05
H32 2.71836 -6.87127 -2.10313  -0.01
O1 -3.12057 1.75195 0.46297  -0.54
C37 -2.44258 2.73384 0.82853  0.60
N1 -1.06872 2.61078 0.99576  1.10
S1 -0.26953 3.92431 1.73988  1.28
O2 0.11681 3.58378 3.08029  -0.64
O3 0.69119 4.50215 0.83887  -0.66
C38 -1.78691 4.81872 1.71296  0.37
C39 -1.92357 6.11495 2.19046  -0.66
C40 -3.18763 6.72555 2.12047  -0.62
C41 -4.28084 6.02501 1.57018  -0.60
C42 -4.11825 4.72151 1.09880  -0.42
C43 -2.84969 4.10413 1.18127  -0.31
H33 -1.05426 6.61885 2.61370  0.50
H34 -3.30895 7.73830 2.49765  0.43
H35 -5.25015 6.52256 1.53258  0.42
H36 -4.96264 4.18188 0.67025  0.55

- Total energy: -3263.50598 a.u.
- Total charge: +2
- Molar mass: 735.8 g mol⁻¹
- HOMO: -14.163 eV
- Spin multiplicity: 1
- Gap between HOMO and LUMO: 7.05 eV
- Energy relative to the best compared isomer or geometry (same formula, charge and spin): 0.00 kJ/mol

***

The following is a DFT calculation (ωB97M-V with the def2-TZVPD basis set) of a molecular structure, C43H36BrO2P2Y.

Last column: Mulliken charge in e.
CARTESIAN COORDINATES (ANGSTROEM)
C1 0.08476 2.22137 -2.78075  -0.32
C2 0.85233 2.32473 -1.60195  0.44
C3 2.25626 2.38468 -1.69077  -0.57
C4 2.84861 2.57172 -2.93664  -0.74
C5 2.06412 2.59972 -4.09431  -0.63
C6 0.69028 2.35032 -4.02836  -0.89
P1 0.06155 2.26259 0.09205  1.60
C7 1.06345 3.24245 1.25166  1.00
C8 2.05264 2.62078 2.04726  -0.13
C9 2.84088 3.41234 2.88239  -0.85
C10 2.58383 4.78698 2.99243  -0.66
C11 1.56254 5.38143 2.24412  -0.68
C12 0.81140 4.60867 1.37232  -0.64
Y1 0.86740 -0.33368 0.33580  -0.21
P2 -0.01834 -2.42654 -1.20066  1.63
C13 1.78331 -2.29654 -1.58979  0.31
C14 2.26741 -2.47146 -2.89576  -0.71
C15 3.30411 -1.63035 -3.30119  -0.68
C16 4.02365 -0.88118 -2.37528  -0.54
C17 3.81130 -1.02583 -1.01796  -0.57
C18 2.70066 -1.76071 -0.59659  -0.64
C19 -0.09376 -3.85882 -0.18992  0.59
C20 -1.22285 -4.03605 0.63337  -0.33
C21 -1.22499 -5.07508 1.53972  -0.77
C22 -0.13375 -5.95271 1.59742  -0.60
C23 0.96773 -5.78650 0.75597  -0.63
C24 0.98936 -4.74183 -0.14983  -0.47
C25 -1.40022 -2.33062 -2.36282  0.44
C26 -2.26797 -1.21164 -2.43519  -0.04
C27 -3.16696 -1.10727 -3.48851  -0.84
C28 -3.18806 -2.09994 -4.47801  -0.41
C29 -2.27957 -3.17221 -4.44582  -0.79
C30 -1.39790 -3.30416 -3.37533  -0.58
C31 -1.51852 3.05509 -0.07341  0.16
C32 -1.69041 4.11365 -0.97915  -0.34
C33 -2.95765 4.65513 -1.19392  -0.83
C34 -4.05986 4.14869 -0.48722  -0.60
C35 -3.87947 3.12284 0.45867  -0.64
C36 -2.61931 2.57419 0.67129  -0.61
H1 -2.04909 -3.33743 0.53299  0.40
H2 -2.07535 -5.21358 2.20693  0.42
H3 -0.14702 -6.77082 2.31414  0.42
H4 1.81208 -6.47723 0.78939  0.44
H5 1.83457 -4.57907 -0.80648  0.48
H6 1.80007 -3.21306 -3.56078  0.45
H7 3.53379 -1.57298 -4.35438  0.48
H8 4.80038 -0.19904 -2.67063  0.52
H9 4.48946 -0.59170 -0.28538  0.55
H10 2.57761 -2.04723 0.47932  0.84
H11 -2.16338 -0.39161 -1.72786  0.40
H12 -3.83654 -0.24196 -3.56516  0.45
H13 -3.89859 -2.02218 -5.30048  0.40
H14 -2.23672 -3.88815 -5.27421  0.40
H15 -0.65824 -4.10871 -3.33508  0.46
H16 -0.84792 4.47463 -1.57125  0.54
H17 -3.09053 5.45057 -1.93911  0.42
H18 -5.06208 4.54243 -0.67541  0.43
H19 -4.74371 2.73864 1.01137  0.44
H20 -2.47158 1.74322 1.36214  0.40
H21 2.20309 1.52677 2.02286  0.33
H22 3.65562 2.93959 3.44788  0.42
H23 3.18551 5.38275 3.67471  0.43
H24 1.37146 6.44531 2.32369  0.46
H25 0.02268 5.04746 0.77498  0.39
H26 2.85876 2.35617 -0.77657  0.49
H27 3.92877 2.73801 -2.99412  0.52
H28 2.52704 2.82464 -5.05666  0.43
H29 0.10390 2.28449 -4.95049  0.49
H30 -0.99354 2.05529 -2.72910  0.50
H31 -0.41824 0.20028 -0.98444  -0.79
H32 -0.01691 -0.11039 -1.60089  0.69
Br1 0.55874 -3.45329 3.87184  -0.08
C37 -0.38400 -2.08426 4.76021  0.24
C38 -1.04089 -2.33346 5.97356  -0.50
C39 -1.86489 -1.35028 6.56212  -0.61
C40 -1.92335 -0.07382 6.00584  -0.67
C41 -1.27367 0.18576 4.80666  -0.47
C42 -0.52131 -0.81888 4.19713  0.28
C43 -0.03922 -0.67102 2.84012  1.58
O1 -0.87416 -0.64135 1.84656  -0.62
O2 1.22008 -0.59897 2.55417  -0.78
H33 -0.92351 -3.32644 6.42026  0.42
H34 -2.41820 -1.58863 7.47760  0.38
H35 -2.52514 0.69009 6.49581  0.41
H36 -1.35380 1.14519 4.30085  0.49

- Total energy: -5105.19885 a.u.
- Total charge: +2
- Molar mass: 815.5 g mol⁻¹
- HOMO: -13.313 eV
- Spin multiplicity: 1
- Gap between HOMO and LUMO: 6.98 eV